Density functional theory data (ωB97M-V/def2-TZVPD) for C10H44AgBN20O10 as an isolated structure in a non-equilibrium geometry.

Values from the calculation:
- electronic energy (Eh) = -2426.67978
- 2S+1 = 3
- LUMO level (spin up / spin down) (eV) = 0.1 / -2.6
- HOMO level (spin up / spin down) (eV) = -3.55 / -8.47
- frontier orbital gap (spin up / spin down) (eV) = 3.7 / 5.9
- charge = 0

```
86
Properties=species:S:1:pos:R:3:forces:R:3
Ag 2.3189 -0.2988 0.3011 0.9 -0.3 0.3
B -0.0306 -0.3591 0.3051 -0.3 -1.6 -0.2
H 0.2481 -1.0388 1.0954 0.9 -3.0 2.7
H -1.0909 -0.1740 0.3820 -3.8 1.6 0.7
H 0.5757 0.5308 0.3725 2.3 4.2 0.4
H 0.1074 -0.6614 -0.7215 0.6 -1.6 -3.2
C -1.5141 -4.2569 1.3439 -2.6 0.6 1.6
O -1.1601 -4.0021 0.2219 0.9 -0.8 -0.8
N -1.6002 -3.3551 2.3237 0.6 1.9 1.2
N -2.1642 -5.3940 1.7837 0.3 -1.5 -1.4
H -1.2880 -2.4053 2.1807 0.3 -0.2 0.0
H -1.9590 -3.6081 3.2333 0.4 0.2 -0.3
H -2.5052 -5.9143 0.9880 0.0 -0.3 0.3
H -2.8216 -5.3146 2.5463 0.2 0.1 -0.3
C -0.5159 -3.2335 -3.2173 -2.5 -5.5 -4.5
O -1.1435 -4.2514 -3.4490 -1.0 -2.1 -1.5
N 0.1721 -2.5787 -4.0877 2.7 2.1 -3.8
N -0.4983 -2.7705 -2.1011 0.4 5.4 9.9
H 0.4236 -3.1353 -4.8921 0.2 0.5 0.0
H 0.8415 -1.9631 -3.6484 0.4 0.1 -0.9
H 0.0644 -1.9475 -1.9394 0.1 -0.2 0.6
H -0.8795 -3.1968 -1.2687 -0.2 -0.2 -0.2
C -0.9681 -0.0273 4.6964 0.0 -2.0 3.1
O -0.2382 -0.9824 4.8426 1.4 -1.6 -0.7
N -1.8953 0.1694 5.6308 -1.7 0.8 1.0
N -0.8478 0.8689 3.7840 0.6 2.8 -4.2
H -2.0433 -0.6409 6.2152 -0.3 0.5 0.1
H -2.5848 0.8866 5.4567 -0.3 -0.5 0.6
H -1.5301 1.5855 3.5812 -0.1 -0.4 0.4
H -0.3689 0.5225 2.9650 0.5 0.2 -0.2
C 3.2426 2.9149 -0.1860 -1.3 0.9 0.7
O 2.5545 1.9693 0.1179 -1.0 0.6 0.4
N 4.5308 2.9171 -0.2930 4.2 -1.4 -0.3
N 2.8619 4.2061 -0.3032 -2.2 1.3 -0.3
H 5.0179 2.0549 -0.0948 0.3 0.1 -0.3
H 4.9582 3.7600 -0.6494 0.6 -0.9 0.2
H 1.8843 4.3910 -0.4767 0.1 0.2 -0.1
H 3.5702 4.8381 -0.6483 -0.8 0.2 0.0
C 1.5827 1.2278 -3.1721 3.7 -4.1 6.0
O 2.0359 0.5987 -2.1252 -1.6 1.1 -3.6
N 1.8788 0.9422 -4.3895 1.7 -2.4 -3.7
N 0.9160 2.2973 -3.1178 -2.8 4.5 1.2
H 1.4975 1.5796 -5.0739 0.6 -0.8 -0.5
H 2.7215 0.3938 -4.4861 -0.3 0.0 -0.7
H 1.1396 2.8896 -3.9047 -0.8 0.7 0.7
H 0.7905 2.6541 -2.1813 -0.6 0.7 -0.1
C 2.7962 -3.0730 -1.6217 -0.9 0.6 1.9
O 2.4140 -2.0133 -1.1871 -1.5 1.3 -0.6
N 3.9892 -3.3439 -1.9642 8.5 0.3 -2.5
N 2.2051 -4.2233 -1.6502 -4.5 -3.8 0.4
H 4.7564 -2.6990 -2.0897 -0.7 0.5 0.4
H 4.3278 -4.2907 -2.0593 -0.3 0.4 -0.1
H 1.2679 -4.3598 -1.2995 0.1 0.0 0.0
H 2.7866 -5.0297 -1.8283 -1.0 0.1 0.1
C 2.8461 0.7791 3.5226 -1.3 -1.8 -1.8
O 2.3041 0.2390 2.5599 -0.8 -0.2 -0.1
N 3.6760 1.7428 3.4925 2.8 4.0 -1.7
N 2.7027 0.3853 4.7370 -2.2 -3.2 4.4
H 3.9177 2.0945 4.4079 0.6 0.7 -1.0
H 3.8344 2.1279 2.5724 0.4 0.6 0.5
H 3.0111 0.8794 5.5621 -0.1 -0.2 -0.4
H 2.0673 -0.3908 4.8556 -0.2 0.0 0.4
C -0.7888 3.7200 0.1373 0.3 1.2 -3.2
O -0.4709 3.5502 -1.0138 1.1 0.2 -2.8
N -1.1758 4.8425 0.6534 -1.2 4.0 1.6
N -0.7791 2.7946 0.9860 0.1 -4.7 4.1
H -1.1383 4.8108 1.6622 -0.2 1.2 -0.3
H -1.2422 5.6989 0.1221 0.0 -0.3 0.3
H -0.3743 1.9235 0.6736 -0.4 -0.5 0.5
H -1.3452 2.9350 1.8105 0.4 -0.8 -0.1
C -4.9685 1.0158 0.5025 -1.7 0.7 2.5
O -5.9699 1.1408 1.1860 -1.1 -0.7 0.6
N -3.8541 0.4926 0.9456 3.8 -2.1 2.1
N -4.8416 1.5474 -0.6651 -0.1 1.5 -4.3
H -3.0991 0.1512 0.3681 -0.3 0.3 -0.3
H -3.7262 0.2070 1.9058 -0.6 0.1 -0.2
H -5.6779 1.6034 -1.2286 0.4 0.5 0.0
H -3.9436 1.8566 -1.0088 -0.3 -0.3 -0.4
C -2.8161 0.4598 -3.0753 -1.5 3.8 -2.0
O -3.1310 1.5331 -3.5916 0.3 1.0 -0.4
N -1.6945 0.1942 -2.5359 4.4 -0.7 2.2
N -3.6759 -0.4919 -3.0347 -3.1 -3.5 0.1
H -1.5805 -0.7159 -2.1131 0.6 0.3 0.0
H -0.9753 0.9017 -2.4878 -0.1 -0.2 0.2
H -4.4722 -0.3620 -3.6423 0.0 -0.5 0.5
H -3.4486 -1.3219 -2.5060 -0.7 -0.2 -0.6
```
Forces are in eV/Å.


Density functional theory data (ωB97M-V/def2-TZVPD) for one molecule with the formula C10H4BrIO2 in a non-equilibrium geometry.

Values from the calculation:
- electronic energy (Eh) = -3405.44329
- LUMO level (eV) = -1.5
- HOMO level (eV) = -9.45
- frontier orbital gap (eV) = 7.9
- charge = 0

```
18
Properties=species:S:1:pos:R:3:forces:R:3
O 2.7517 -1.1441 0.9923 -2.9 3.1 -2.4
C 1.9744 -0.3290 0.4327 0.8 -1.2 1.1
C 2.4219 1.1634 -0.0048 -2.7 1.3 0.6
I 4.4164 1.3822 -0.8331 -1.5 -0.1 0.7
C 1.4984 2.2492 0.1412 1.5 -2.4 -0.4
C 0.0265 1.9514 0.7401 -0.8 0.6 1.1
O -0.5733 2.7282 1.5170 2.2 -2.6 -3.0
C -0.5929 0.5290 0.2868 -0.7 -2.4 -0.8
C -2.0981 0.2873 0.0038 3.0 -3.0 -0.3
Br -3.4285 1.7428 0.2343 1.4 -1.8 -0.4
C -2.5130 -1.1554 -0.4708 2.6 0.3 0.7
C -1.4909 -2.3274 -0.6162 1.2 3.3 1.1
C 0.0172 -2.0868 -0.3121 -2.6 3.3 0.6
C 0.4239 -0.6649 0.1322 -2.0 -0.2 -0.6
H 1.8007 3.3078 -0.1992 -0.7 -1.8 0.9
H -3.6207 -1.3641 -0.7056 2.0 0.5 0.5
H -1.8348 -3.3799 -0.9339 0.5 2.1 0.5
H 0.8210 -2.8898 -0.4047 -1.4 1.3 0.2
```
Forces are in eV/Å.


Density functional theory data (ωB97M-V/def2-TZVPD) for one molecule with the formula C10H4F3N3O5 in a non-equilibrium geometry.

Values from the calculation:
- electronic energy (Eh) = -1223.23331
- LUMO level (eV) = -1.4
- HOMO level (eV) = -10.59
- frontier orbital gap (eV) = 9.2
- energy relative to the best compared isomer or geometry (same formula, charge and spin) (eV) = 0.874
- charge = 0

```
25
Properties=species:S:1:pos:R:3:forces:R:3
O -0.0051 1.5221 5.4739 -0.6 1.4 -0.1
N 0.2429 0.5597 4.8066 0.7 -1.8 1.7
O 0.6245 -0.5033 5.2969 -0.1 0.3 -0.4
C 0.1235 0.5725 3.3900 -0.8 0.4 -3.0
C 0.8666 -0.3442 2.6585 0.7 -0.3 -1.5
C 0.7668 -0.4102 1.2269 0.0 -0.7 0.9
C -0.0587 0.4743 0.5506 0.4 0.4 -0.5
C -0.1514 0.5331 -0.9488 -1.6 1.6 -0.2
N -0.9688 1.4393 -1.5372 -0.1 -0.3 0.3
O -1.1039 1.0441 -2.9162 -3.4 5.2 2.0
C -0.5081 0.0171 -3.1175 7.1 -6.3 1.0
C -0.5490 -0.8237 -4.4384 -1.0 1.0 -0.8
F -1.8588 -1.2451 -4.4552 1.3 0.8 -1.1
F 0.1752 -1.9503 -4.4463 -0.1 1.7 -0.1
F -0.1950 -0.0109 -5.5971 -1.2 -2.3 3.0
C 0.3025 -0.2844 -1.9392 -1.9 -1.0 -3.4
N 1.1679 -1.4188 -1.8982 3.2 3.3 -0.8
O 2.3779 -1.1408 -2.0204 -1.3 -0.7 0.5
O 0.6764 -2.4722 -1.8741 -1.1 -3.7 0.5
C -0.8448 1.3527 1.2941 0.4 -0.5 1.2
C -0.7994 1.4011 2.6815 0.3 -0.5 0.5
H 1.6208 -0.9918 3.1240 -0.7 0.3 0.0
H 1.2315 -1.2653 0.6875 0.1 1.0 0.6
H -1.5782 1.9324 0.8175 -0.7 0.8 -0.7
H -1.5555 2.0126 3.1806 0.6 -0.1 0.1
```
Forces are in eV/Å.


Density functional theory data (ωB97M-V/def2-TZVPD) for C10H5BrCaNO5 as an isolated structure in a non-equilibrium geometry.

Values from the calculation:
- electronic energy (Eh) = -4066.33230
- LUMO level (spin up / spin down) (eV) = -4.7 / -4.7
- HOMO level (spin up / spin down) (eV) = -9.97 / -9.97
- frontier orbital gap (spin up / spin down) (eV) = 5.3 / 5.3
- energy relative to the best compared isomer or geometry (same formula, charge and spin) (eV) = 0.175
- charge = +1

```
23
Properties=species:S:1:pos:R:3:forces:R:3
O 3.1260 0.7363 -3.1182 -3.1 -0.4 2.3
C 2.1840 0.6298 -2.4651 4.2 1.3 -2.9
Ca 0.1136 0.1451 -1.3262 0.7 0.3 1.9
O 2.3001 -2.6129 -2.4556 -1.7 2.3 1.4
C 1.6364 -1.7888 -2.0163 1.6 -3.2 -1.4
C -0.8751 -1.2759 0.5106 -1.2 -1.8 4.0
O -1.2148 -1.7097 1.5206 1.0 1.4 -3.5
C 0.2924 1.7447 1.0937 -0.9 -0.9 -0.1
O -0.6342 1.4420 1.8249 1.0 0.8 -0.7
C 1.5258 0.0677 0.7312 0.9 -1.0 0.2
O 2.0909 -0.2558 1.6983 -0.9 1.0 -1.0
H 0.7019 2.7954 0.9909 -0.3 -0.2 0.6
Br -5.9711 0.9245 -0.2672 0.6 -0.2 -0.7
C -4.4212 0.7168 -1.3773 -0.6 0.3 0.6
C -4.4868 0.8045 -2.7705 0.0 0.0 0.5
C -3.3281 0.6734 -3.5070 0.6 0.0 0.0
C -2.1220 0.5138 -2.8271 -1.0 0.2 0.0
N -2.0753 0.5171 -1.4952 -1.1 -0.3 0.4
C -3.2068 0.5654 -0.7376 0.8 0.2 -1.4
H -5.4398 0.9794 -3.2392 -0.1 0.0 -0.2
H -3.3160 0.7179 -4.5815 -0.2 0.0 -0.2
H -1.1874 0.3695 -3.4100 -0.4 0.2 0.3
H -3.1140 0.4980 0.3405 0.1 0.1 -0.1
```
Forces are in eV/Å.